1.
The following is a DFT calculation (ωB97M-V/def2-TZVPD) of a gas-phase ion, C20H28N3O2 (charge +1).

```
53
Properties=species:S:1:pos:R:3:forces:R:3:lowdin_charge:R:1
C -5.76270 -1.55017 0.07938 0.037 0.026 -0.005 -0.04
C -4.93972 -0.29949 0.09030 0.095 0.167 0.004 -0.23
C -5.55540 0.93951 0.22072 -0.011 0.065 0.005 -0.05
C -4.80655 2.09776 0.23441 -0.027 -0.040 0.000 -0.07
C -3.42790 2.04048 0.11790 0.273 0.094 -0.013 -0.03
C -2.80279 0.81012 -0.01408 -0.115 -0.093 -0.013 -0.20
C -3.55275 -0.37135 -0.02932 0.192 0.071 -0.010 -0.16
C -2.86733 -1.69897 -0.17130 0.027 0.143 -0.002 -0.03
H -3.06977 -2.32397 0.69781 0.007 -0.136 0.051 0.09
H -1.79474 -1.55908 -0.26523 0.010 -0.096 -0.017 0.05
H -3.23516 -2.22366 -1.05207 0.004 -0.124 -0.057 0.09
O -1.43365 0.65946 -0.14042 -0.284 -0.047 0.018 -0.06
C -0.62017 1.80299 -0.08421 0.341 -0.094 0.076 -0.16
H -0.74848 2.33146 0.86967 0.011 0.002 -0.113 0.14
H -0.85371 2.49776 -0.90594 -0.018 0.014 0.070 0.15
C 0.82241 1.31070 -0.21668 -0.188 0.632 0.365 -0.32
O 1.00329 0.62054 -1.44068 0.016 -0.031 -0.358 -0.03
H 0.44442 1.03698 -2.10717 -0.005 -0.049 -0.025 0.12
C 1.82893 2.47772 -0.05249 -0.391 -0.316 0.060 -0.11
N 3.19566 2.14368 0.26635 -0.030 -0.134 -0.068 -0.16
H 2.45751 -1.65872 -1.89169 -0.072 -0.037 0.155 0.16
C 3.44974 1.47352 1.52646 0.215 0.055 0.090 -0.13
H 4.16923 2.06146 2.10942 -0.070 -0.139 0.136 0.13
H 2.52353 1.41268 2.09959 0.009 -0.022 0.040 0.12
C 4.04328 0.06416 1.30084 -0.064 0.304 0.438 -0.10
N 3.46491 -0.52852 0.11135 -0.202 -0.083 -0.147 -0.04
C 2.48285 -1.42901 0.13603 -0.092 -0.324 0.192 -0.22
N 2.04799 -1.98401 -1.02482 0.369 0.247 0.032 0.16
C 1.04181 -2.88271 -1.10065 -0.441 -0.363 0.293 -0.03
C 0.41670 -3.32592 0.02305 0.147 0.077 -0.145 -0.05
C 0.84029 -2.80746 1.26108 0.162 0.125 -0.329 -0.01
C 1.84682 -1.88591 1.32124 -0.005 0.008 0.024 0.02
H 2.13319 -1.47966 2.27571 0.067 0.065 0.021 0.11
H 0.35336 -3.12831 2.16825 -0.020 -0.012 0.118 0.13
H -0.38352 -4.04242 -0.03387 -0.068 -0.067 -0.098 0.12
H 0.77510 -3.21882 -2.09002 0.048 0.036 -0.073 0.14
C 3.88923 0.16477 -1.09475 0.276 0.250 -0.521 -0.10
H 3.12469 0.07694 -1.86508 0.107 0.003 0.097 0.10
H 4.83339 -0.25281 -1.45882 -0.022 -0.038 -0.019 0.14
C 4.06438 1.67885 -0.77565 0.002 -0.109 -0.096 -0.14
H 5.09209 1.87673 -0.45883 0.031 -0.048 -0.145 0.13
H 3.88084 2.25336 -1.68324 0.088 -0.032 -0.019 0.13
H 3.89963 -0.56654 2.17408 0.096 -0.016 -0.057 0.12
H 5.11902 0.14155 1.12429 -0.070 -0.091 0.055 0.14
H 1.46329 3.12868 0.74614 -0.066 0.066 -0.045 0.13
H 1.84238 3.05964 -0.97707 -0.102 0.059 0.017 0.14
H 0.98391 0.56504 0.56996 -0.048 0.134 0.001 0.13
H -2.86129 2.95790 0.13188 0.078 0.076 -0.003 0.10
H -5.28989 3.05703 0.33586 -0.047 0.091 0.011 0.11
H -6.62932 0.99328 0.31222 -0.123 -0.010 0.010 0.11
H -5.47242 -2.20948 0.89646 -0.027 -0.114 0.040 0.09
H -5.62231 -2.09590 -0.85284 -0.035 -0.107 -0.048 0.09
H -6.81767 -1.31457 0.18495 -0.066 -0.036 0.004 0.08
```
Forces are in eV/Å.

maximum force	0.75	eV/Å
Kohn-Sham gap	7.3856	eV
total charge	+1
highest occupied orbital energy	-10.64	eV
relative energy (zero: lowest compared OMol25 entry of this formula, charge and spin)	23.0	kcal/mol
calculated total energy	-29753.6734	eV

***

2.
The following is a DFT calculation (ωB97M-V/def2-TZVPD) of a molecular structure, C20H28N3OS.

```
53
Properties=species:S:1:pos:R:3:forces:R:3:lowdin_charge:R:1
C -2.64703 1.12066 -1.58340 -0.044 0.332 -0.834 -0.13
C -1.28436 0.47604 -1.53060 -0.975 -0.912 -0.446 -0.14
N -1.22621 -0.33518 -0.32344 -0.266 1.547 -1.347 -0.11
C -2.31131 -0.76548 0.37625 2.447 0.232 -0.939 -0.46
N -3.57295 -0.53145 -0.04998 0.449 -0.451 -0.359 -0.08
C -3.69116 0.03219 -1.40945 -0.735 0.309 0.417 -0.13
C -4.61864 -1.49445 0.35050 0.072 -0.021 -0.402 -0.15
C -4.59831 -1.66873 1.87540 -0.604 -0.454 -0.774 -0.21
C -3.38093 -2.51115 2.23291 -0.066 0.309 0.863 -0.42
S -1.80686 -1.68642 1.79246 -1.223 0.017 -0.341 1.11
H -2.75118 1.91781 -0.83042 -0.046 -0.376 -0.132 0.14
H -2.78148 1.57868 -2.56133 -0.082 0.126 -0.040 0.13
H -1.17925 -0.28205 -2.31961 0.032 0.542 -0.431 0.14
H -0.40413 1.12861 -1.58971 -0.536 -0.021 0.138 0.11
H -4.71957 0.40058 -1.55544 0.383 0.128 0.439 0.14
H -3.61876 -0.77144 -2.14289 0.453 -0.088 -0.154 0.14
H -5.58908 -1.15054 -0.06794 0.664 0.041 0.505 0.14
H -4.38593 -2.46053 -0.17584 -0.353 0.560 0.594 0.15
H -4.60395 -0.70249 2.42094 0.032 -0.514 -0.483 0.13
H -5.52944 -2.21135 2.11802 0.476 0.136 0.232 0.13
H -3.29820 -2.53059 3.32242 -0.056 -0.435 -0.075 0.08
H -3.41397 -3.54357 1.83224 0.070 0.689 0.144 0.10
C 3.93506 4.70313 0.15533 0.079 -0.286 -0.545 -0.17
C 2.50208 4.14882 0.26137 -0.108 0.310 -0.035 -0.12
N 2.57762 2.68973 -0.04741 -0.780 0.451 -0.265 -0.11
C 1.45304 1.91724 -0.03983 0.718 -1.789 0.085 -0.07
C 1.39592 0.52503 -0.09077 0.644 2.489 -0.428 -0.07
C 0.24663 -0.33900 0.18671 -3.983 -0.871 4.472 -0.24
C 0.66689 -1.77434 0.09609 1.369 -1.339 0.455 -0.25
C -0.00748 -2.71127 -0.71160 -0.039 0.120 0.096 -0.06
C 0.29208 -4.07805 -0.61376 0.919 0.536 0.354 -0.06
C 1.40436 -4.49431 0.15697 -0.591 -0.052 -0.550 -0.07
C 2.18812 -3.55315 0.81815 -0.088 0.128 0.166 -0.08
C 1.81788 -2.21399 0.81324 -0.969 0.386 0.110 -0.04
C 3.90386 2.09466 -0.14704 0.251 -0.163 0.251 -0.14
C 4.85489 2.90660 -1.06001 0.439 -0.057 -0.621 -0.17
O 4.47536 4.29565 -1.13960 -0.064 -0.836 1.560 -0.14
H 3.99854 5.80486 0.13882 -0.292 -0.591 0.296 0.13
H 4.48256 4.28714 1.04363 0.146 0.510 -0.973 0.13
H 2.11091 4.30958 1.29721 0.265 -0.139 -0.692 0.13
H 1.84838 4.71689 -0.44782 0.385 -0.789 0.386 0.13
H 0.51565 2.43772 0.00745 -0.223 0.572 0.246 0.12
H 2.35519 -0.01446 -0.14196 -0.942 0.181 -0.110 0.09
H -0.48752 0.00829 1.27256 4.154 -0.928 -1.098 0.17
H -0.78297 -2.35075 -1.42418 0.480 -0.551 0.801 0.12
H -0.32379 -4.79794 -1.14230 0.229 0.027 -0.047 0.10
H 1.66534 -5.55441 0.20545 -0.144 0.360 0.002 0.11
H 3.06733 -3.83521 1.40618 -0.376 -0.099 -0.313 0.11
H 2.37132 -1.51741 1.46632 -0.367 -0.315 -0.531 0.13
H 4.36641 1.99748 0.86554 -0.444 -0.179 -0.620 0.14
H 3.77804 1.10204 -0.60334 0.275 0.339 0.372 0.11
H 5.91283 2.81408 -0.66185 -1.083 0.101 -0.439 0.14
H 4.82815 2.46620 -2.10063 0.049 0.779 1.039 0.14
```
Forces are in eV/Å.

maximum force	6.05	eV/Å
Kohn-Sham gap	7.8505	eV
total charge	+1
highest occupied orbital energy	-10.41	eV
relative energy (zero: lowest compared OMol25 entry of this formula, charge and spin)	11.5	kcal/mol
calculated total energy	-38537.8164	eV

***

3.
The following is a DFT calculation (ωB97M-V/def2-TZVPD) of a molecular structure, C20H28N3PdS2Sb2.

```
56
Properties=species:S:1:pos:R:3:forces:R:3:lowdin_charge:R:1
Pd 0.06647 -0.33674 -0.89128 -0.070 0.145 0.339 0.25
C 2.28359 4.40905 -3.42888 0.021 -0.058 -0.058 -0.37
S 3.07381 2.80107 -3.65867 0.013 0.039 -0.083 0.94
C 1.92348 1.65603 -3.05008 0.128 0.097 0.428 -1.03
S 0.43454 2.17767 -2.22520 -0.063 -0.073 -0.303 0.60
N 2.24346 0.41206 -3.18649 -0.470 0.008 0.060 -0.05
N 1.33135 -0.47658 -2.70537 0.403 0.164 -0.357 -0.10
C 0.90056 -1.31476 -3.57258 -0.108 -0.114 0.271 -0.04
C -0.10727 -2.26235 -3.11359 -0.062 -0.361 -0.292 -0.20
C -0.42757 -3.38055 -3.99450 0.142 0.216 -0.004 0.16
C -1.34265 -4.34427 -3.66276 -0.079 0.074 0.270 0.05
C -1.89226 -4.22361 -2.39674 -0.034 -0.120 -0.198 0.13
C -1.54629 -3.14449 -1.48760 -0.122 0.060 0.002 -0.33
N -0.70886 -2.08195 -1.97304 0.235 -0.187 -0.067 0.06
H 3.03914 5.11735 -3.76665 -0.014 0.007 -0.031 0.06
H 2.04918 4.61555 -2.38863 0.001 -0.001 0.013 0.02
H 1.40033 4.50438 -4.05491 -0.011 0.008 0.015 0.05
H 1.25813 -1.31368 -4.59704 0.006 -0.004 -0.005 0.16
H 0.08589 -3.41852 -4.95053 -0.002 -0.011 0.004 0.16
H -1.60152 -5.15624 -4.32854 0.031 -0.010 -0.006 0.15
H -2.57471 -4.98132 -2.02143 -0.019 0.031 0.015 0.17
H -2.48125 -2.71769 -1.10074 0.031 0.060 0.046 0.16
C -3.16710 -1.42509 1.32569 -0.190 0.076 0.186 -0.29
Sb -1.56876 -0.03505 1.10677 -0.027 0.015 -0.424 1.45
C -0.85002 -3.84774 -0.25281 -0.028 0.047 -0.026 0.03
C -0.18439 -1.30875 2.31275 0.167 -0.406 0.205 -0.21
C -0.45844 -0.18813 3.18635 0.156 0.030 0.098 -0.42
C -1.58081 -0.20927 4.08595 0.026 -0.056 0.044 -0.06
C -1.85554 0.86320 4.87328 0.011 0.187 0.092 0.00
C -1.06579 2.03874 4.79106 -0.110 -0.091 0.059 0.02
C 0.00016 2.11232 3.94017 0.009 -0.077 -0.136 -0.02
C 0.37659 1.00373 3.14537 -0.024 -0.054 0.314 -0.32
C 1.58668 1.01355 2.40220 0.074 0.023 -0.336 -0.16
Sb 1.21973 1.75676 0.19483 -0.126 0.250 -0.370 1.21
C 0.10112 3.45167 0.77482 0.021 0.034 0.165 -0.27
C 3.18446 2.42871 -0.13861 0.170 -0.116 0.173 -0.24
H -2.84449 -2.45263 1.18026 0.032 0.020 -0.025 0.00
H -3.98123 -1.15831 0.65309 0.050 0.014 -0.055 0.03
H -3.53669 -1.31072 2.34376 -0.089 -0.066 -0.041 0.02
H -1.60579 -4.34816 0.34795 0.024 -0.056 -0.010 0.10
H -0.35941 -3.06304 0.31871 -0.053 -0.024 0.005 0.05
H -0.10705 -4.57275 -0.57906 0.040 0.043 -0.019 0.11
H 0.81324 -1.46818 1.93058 0.028 0.217 -0.018 0.06
H -0.67923 -2.24391 2.55564 -0.104 0.088 0.054 0.09
H -2.16463 -1.11703 4.17073 0.027 -0.015 -0.017 0.13
H -2.67464 0.82415 5.57875 0.001 -0.016 0.001 0.14
H -1.29881 2.87456 5.43767 -0.004 0.014 -0.016 0.14
H 0.61806 3.00121 3.91817 0.010 -0.008 0.025 0.14
H 2.12498 0.07979 2.28893 -0.029 -0.013 -0.061 0.08
H 2.24957 1.85137 2.61409 -0.017 -0.028 0.130 0.09
H 0.78588 4.15324 1.25237 -0.001 0.007 -0.013 0.04
H -0.68558 3.18533 1.47709 -0.009 -0.001 -0.019 0.00
H -0.32743 3.91002 -0.11179 0.000 0.004 -0.007 0.01
H 3.53743 2.89452 0.78117 -0.007 0.000 -0.002 0.04
H 3.14536 3.15818 -0.94296 0.035 -0.010 0.030 -0.01
H 3.84505 1.60730 -0.40774 -0.022 0.001 -0.045 0.04
```
Forces are in eV/Å.

maximum force	0.56	eV/Å
Kohn-Sham gap	4.5204	eV
total charge	+3
highest occupied orbital energy	-16.27	eV
calculated total energy	-63859.1566	eV

***

4.
The following is a DFT calculation (ωB97M-V/def2-TZVPD) of a single C20H28N4O2S molecule.

```
55
Properties=species:S:1:pos:R:3:forces:R:3:lowdin_charge:R:1
C 1.13719 4.53941 -3.70611 -0.148 -0.160 0.089 -0.10
C 0.30203 3.70703 -2.74181 0.212 0.168 0.068 -0.22
H -0.44409 4.35314 -2.27380 -0.074 -0.064 -0.018 0.11
H -0.23312 2.92575 -3.28223 -0.090 -0.012 0.048 0.11
C 1.13770 3.05184 -1.63081 -0.073 -0.088 -0.477 -0.35
C 0.22501 2.47293 -0.60917 0.291 0.377 0.919 -0.58
N -0.77398 1.71529 -0.86887 0.516 0.292 -1.347 0.03
N -1.43353 1.27172 0.19496 -0.984 -0.314 1.062 0.02
C -0.93946 1.67116 1.31793 0.857 0.779 -0.541 -0.61
N -1.37985 1.33941 2.55986 -0.122 0.381 0.783 0.11
C -1.97699 0.15315 2.98285 -0.248 0.333 -0.098 -0.42
O -2.12450 -0.02740 4.16284 -0.061 -0.091 0.089 0.11
C -2.58321 -0.72678 1.89032 -0.100 -0.570 0.271 -0.20
N -1.54636 -1.25894 1.02852 -0.210 -0.288 0.103 0.11
C -0.24030 -1.23584 1.35252 -0.114 -0.188 -0.156 -0.43
O 0.14522 -0.87857 2.45526 0.332 -0.235 0.092 0.08
C 0.69887 -1.66055 0.27823 0.300 0.016 -0.205 -0.13
C 1.90828 -2.23061 0.65926 -0.131 0.060 -0.044 0.02
C 2.85224 -2.60993 -0.28391 -0.061 0.053 -0.001 -0.27
C 2.56861 -2.39796 -1.62782 -0.045 0.043 0.033 -0.05
C 1.37701 -1.80983 -2.01550 -0.008 -0.048 -0.116 -0.08
C 0.43741 -1.43772 -1.07121 -0.029 -0.051 0.151 -0.04
H -0.46473 -0.93509 -1.38707 -0.086 0.072 -0.027 0.10
H 1.18131 -1.63468 -3.06333 -0.017 0.032 -0.090 0.11
H 3.29311 -2.68427 -2.37697 0.086 -0.022 -0.072 0.11
C 4.13910 -3.24605 0.14243 -0.027 -0.083 0.007 -0.05
H 4.91381 -3.09841 -0.60624 0.086 -0.009 -0.007 0.08
H 4.47672 -2.83347 1.09009 0.080 -0.001 0.053 0.08
H 3.99638 -4.31884 0.27561 0.078 -0.068 0.026 0.09
H 2.09938 -2.36932 1.71338 0.035 0.015 0.115 0.13
H -1.82200 -1.50698 0.09302 0.135 0.068 0.066 0.13
H -3.21632 -0.07384 1.27444 0.070 -0.072 0.064 0.16
C -3.44336 -1.84438 2.51688 -0.058 0.156 -0.108 -0.37
C -4.71965 -1.24932 3.10532 0.263 -0.045 0.075 -0.06
H -5.31953 -2.03250 3.56188 -0.114 -0.052 0.040 0.08
H -4.48094 -0.51476 3.86820 -0.071 0.073 0.074 0.07
H -5.31203 -0.77133 2.32696 -0.121 0.045 -0.114 0.08
C -3.78986 -2.91133 1.48055 0.180 0.119 0.231 -0.07
H -4.29935 -2.46539 0.62795 -0.112 0.018 -0.168 0.08
H -4.45289 -3.64996 1.92397 -0.086 -0.079 -0.005 0.08
H -2.89857 -3.42617 1.13055 0.022 -0.079 -0.081 0.07
H -2.86081 -2.29955 3.32273 0.009 0.036 -0.049 0.15
H -0.93518 1.83115 3.32714 -0.153 -0.188 -0.088 0.15
S 0.45635 2.73176 1.11739 -0.619 -0.580 -0.487 1.11
H 1.75691 3.81526 -1.14817 0.009 0.007 -0.030 0.14
C 2.05239 1.93793 -2.16790 0.170 0.179 0.248 -0.21
C 2.93056 1.32977 -1.08109 -0.086 -0.041 -0.220 -0.09
H 2.33056 0.82910 -0.32457 -0.012 -0.086 0.106 0.05
H 3.52786 2.09831 -0.59439 0.106 0.068 0.093 0.08
H 3.60290 0.59150 -1.51127 0.097 -0.073 0.025 0.07
H 1.42890 1.16027 -2.61157 -0.055 0.025 -0.093 0.11
H 2.69035 2.35587 -2.94700 -0.029 -0.016 -0.101 0.11
H 0.48702 5.04938 -4.41271 0.011 0.076 -0.103 0.07
H 1.71060 5.29012 -3.16629 0.094 0.115 0.013 0.08
H 1.82684 3.91851 -4.27125 0.107 -0.002 -0.097 0.06
```
Forces are in eV/Å.

maximum force	1.48	eV/Å
Kohn-Sham gap	9.4278	eV
highest occupied orbital energy	-8.83	eV
relative energy (zero: lowest compared OMol25 entry of this formula, charge and spin)	20.1	kcal/mol
calculated total energy	-42086.2701	eV

***

Which value of maximum force does entry 3 give?
0.56 eV/Å